A single C16H18N4O2S molecule at a distorted geometry, computed with ωB97M-V/def2-TZVPD.

The geometry in XYZ format:
```
41
Properties=species:S:1:pos:R:3:forces:R:3
C 4.28883 2.32083 2.80964 0.3 -1.8 0.2
C 3.02716 2.36324 1.91997 1.7 1.5 -0.2
C 3.48467 2.15127 0.45818 -0.6 -1.4 -0.1
C 2.49093 3.79048 2.00298 -0.9 0.5 1.0
S 1.84337 1.11862 2.60501 0.2 -2.0 1.2
O 2.37094 -0.23363 2.42737 -0.2 1.3 -1.1
O 1.59638 1.37502 4.03119 -0.3 1.1 -2.0
C 0.30365 1.25856 1.59453 -0.9 -0.2 -0.4
C -0.76529 2.10468 2.00884 -1.2 -0.3 -1.2
C -1.95937 2.15642 1.27336 1.3 0.1 1.6
C -2.13865 1.39076 0.11172 -0.2 0.2 -0.2
N -3.26254 1.60294 -0.58800 -1.9 0.0 -0.9
C -3.53944 0.85943 -1.65103 1.0 0.0 0.6
C -2.62040 -0.12390 -2.05812 0.9 0.4 0.5
C -1.37686 -0.26043 -1.42107 -1.8 -1.1 -1.7
N -0.46115 -1.18523 -1.95837 0.7 0.1 -0.5
C -0.26886 -2.42842 -1.38260 -0.1 -0.3 2.5
C -0.77211 -2.85285 -0.09331 -1.1 0.8 -0.1
C -0.40940 -4.15720 0.04671 0.9 0.9 -1.0
N 0.37282 -4.42029 -1.03943 -0.1 -0.5 0.4
N 0.49913 -3.35061 -1.89582 -0.1 -1.2 -0.1
C -1.13858 0.48636 -0.27179 0.7 0.6 0.8
C 0.05296 0.44664 0.48639 1.8 -0.2 0.6
H 4.74729 1.30113 2.68926 -0.2 0.9 0.3
H 5.04562 3.06134 2.49443 -0.6 -0.2 0.0
H 4.04812 2.44926 3.87251 0.1 0.1 -0.3
H 4.26906 2.84846 0.11390 -0.6 0.1 0.5
H 2.59918 2.20078 -0.18327 0.2 0.2 -0.2
H 3.91067 1.15090 0.30529 -0.1 0.1 0.2
H 3.30178 4.55925 2.00446 -0.5 -0.8 0.0
H 1.87071 3.93219 2.91392 0.5 0.0 -0.3
H 1.83356 4.01228 1.17682 -0.2 0.1 -0.4
H -0.72039 2.69097 2.89249 0.3 0.3 0.7
H -2.82345 2.71623 1.63853 0.5 0.1 -0.2
H -4.46350 0.97596 -2.26238 0.6 0.3 0.9
H -2.88632 -0.73891 -2.88857 0.1 -0.4 -0.5
H -0.35873 -1.20130 -2.96950 -0.2 0.1 0.4
H -1.36472 -2.30251 0.64144 0.2 -0.1 -0.6
H -0.63228 -4.82630 0.85550 0.2 -0.3 -0.1
H 0.87965 -5.29115 -1.16806 -0.1 0.7 -0.4
H 0.82182 -0.25499 0.15312 -0.1 0.2 0.2
```
Positions in Å, forces in eV/Å.

Spin multiplicity: 1
F_max (Eh/bohr): 0.052
SMILES: CC(C)(C)S(=O)(=O)c1ccc2nccc(Nc3cc[nH]n3)c2c1
E_tot (hartree): -1388.145441
Molar mass (g mol⁻¹): 330.41
Energy relative to the best compared isomer or geometry (same formula, charge and spin) (kcal per mole): 74.6
Gap between HOMO and LUMO (eV): 8.033